{
  "formula": "C50H123N11O16V",
  "method": "ωB97M-V/def2-TZVPD",
  "species": ["V", "O", "O", "O", "O", "O", "O", "O", "O", "O", "O", "O", "O", "O", "O", "O", "O", "N", "N", "N", "N", "N", "N", "N", "N", "N", "N", "N", "C", "C", "C", "C", "C", "C", "C", "C", "C", "C", "C", "C", "C", "C", "C", "C", "C", "C", "C", "C", "C", "C", "C", "C", "C", "C", "C", "C", "C", "C", "C", "C", "C", "C", "C", "C", "C", "C", "C", "C", "C", "C", "C", "C", "C", "C", "C", "C", "C", "C", "H", "H", "H", "H", "H", "H", "H", "H", "H", "H", "H", "H", "H", "H", "H", "H", "H", "H", "H", "H", "H", "H", "H", "H", "H", "H", "H", "H", "H", "H", "H", "H", "H", "H", "H", "H", "H", "H", "H", "H", "H", "H", "H", "H", "H", "H", "H", "H", "H", "H", "H", "H", "H", "H", "H", "H", "H", "H", "H", "H", "H", "H", "H", "H", "H", "H", "H", "H", "H", "H", "H", "H", "H", "H", "H", "H", "H", "H", "H", "H", "H", "H", "H", "H", "H", "H", "H", "H", "H", "H", "H", "H", "H", "H", "H", "H", "H", "H", "H", "H", "H", "H", "H", "H", "H", "H", "H", "H", "H", "H", "H", "H", "H", "H", "H", "H", "H", "H", "H", "H", "H", "H", "H"],
  "coordinates": [[-18.4690, 0.2071, 29.5723], [-16.9278, 0.6935, 28.5754], [-12.2579, 8.1033, 20.7099], [-25.0852, -0.0366, 25.6612], [-16.1847, -0.9628, 21.7946], [-15.0814, 2.8688, 24.9587], [-19.4202, 9.3415, 23.7947], [-16.7826, 4.4423, 29.0931], [-20.4449, 1.0442, 30.3954], [-20.0978, 5.5713, 20.5739], [-21.0108, -1.3077, 20.6385], [-17.1249, -1.9677, 27.4913], [-11.3783, -0.3201, 27.8053], [-17.7532, 3.5683, 24.1145], [-12.0233, -0.9173, 21.6311], [-18.0765, -0.6822, 30.7808], [-19.2875, 1.6396, 28.1073], [-16.6359, 2.6349, 21.2077], [-17.9460, 2.1260, 30.5030], [-17.0728, 6.5795, 23.0716], [-13.7396, 5.1752, 22.2498], [-10.0775, 0.1085, 30.2832], [-19.7446, -1.2144, 28.3748], [-20.2260, 1.2472, 23.0429], [-11.7929, 2.2363, 23.5794], [-14.4890, 2.7531, 29.8978], [-21.3944, -0.0559, 25.8588], [-20.6797, 8.4784, 20.3953], [-17.5957, 2.9987, 25.2126], [-14.9469, 3.9028, 30.6190], [-11.6502, 8.5205, 19.5119], [-11.7427, 0.4149, 26.6525], [-18.6604, 2.6446, 26.0510], [-13.1992, 6.5069, 22.1860], [-22.1288, -1.5925, 19.7748], [-11.4016, -0.4372, 30.1666], [-19.2343, -2.6238, 28.2758], [-18.2198, 8.7264, 23.3794], [-18.3700, 1.9660, 27.1777], [-12.8302, 6.7967, 20.7449], [-15.9523, 1.8051, 26.8632], [-19.8422, 4.3953, 21.3154], [-16.1013, 2.5606, 25.6108], [-21.3798, 7.1644, 18.5453], [-11.8237, 1.3874, 22.3399], [-20.3814, 2.4059, 30.8462], [-21.3537, 6.1352, 20.8701], [-12.0862, 0.1055, 28.9425], [-20.3415, -3.6220, 28.1185], [-21.5744, 7.3847, 20.0737], [-17.1070, 5.3160, 28.0218], [-16.4357, 1.2125, 20.9375], [-18.6319, 4.0492, 31.8801], [-18.7673, 6.7916, 24.8557], [-10.7956, 1.9221, 21.3544], [-12.2031, -0.0413, 31.4110], [-21.6427, 0.8185, 29.7077], [-13.7696, 4.5225, 31.3345], [-11.4817, -0.0673, 22.6808], [-17.0209, 1.4778, 27.5281], [-16.1770, -1.9638, 26.4279], [-18.3436, 7.1968, 23.4711], [-15.3495, 1.0981, 19.8213], [-23.8262, 0.0948, 26.3050], [-22.7420, -0.2803, 25.3654], [-18.2265, -2.7467, 27.1150], [-19.9319, 0.2000, 22.1006], [-19.3826, -0.9590, 23.0218], [-11.6560, -2.2529, 21.7439], [-21.1935, -0.2004, 21.4286], [-18.9555, 2.6459, 31.4952], [-26.1614, 0.1483, 26.5494], [-22.8794, -1.7141, 24.9336], [-11.9587, 6.5425, 23.0483], [-15.6495, 4.9833, 29.7581], [-19.3314, 10.7472, 23.8846], [-16.0636, 0.4154, 22.1300], [-15.7311, -1.7736, 22.8491], [-12.0124, -2.7150, 22.6858], [-19.8424, -4.5845, 27.9949], [-15.9195, 3.1295, 20.6880], [-20.2855, 11.0759, 24.2444], [-15.0400, 0.7243, 22.4140], [-12.1134, 5.9991, 20.4064], [-11.7311, 3.2134, 23.2499], [-13.7839, 6.7784, 20.1698], [-20.5795, 3.5847, 21.0641], [-22.0907, 6.4415, 18.1190], [-20.2196, -1.3308, 23.5842], [-19.3067, 4.3972, 32.6726], [-27.0602, 0.0406, 25.9418], [-26.0973, -0.5507, 27.3945], [-17.1205, 1.9207, 31.0171], [-19.6674, 3.0180, 25.8986], [-21.3601, 0.9350, 28.6940], [-19.2126, 0.5337, 21.3274], [-11.0842, 2.9065, 21.0037], [-12.3209, 8.7062, 18.6810], [-12.8016, 1.4394, 21.8870], [-19.0849, 6.9319, 22.7109], [-15.2548, 0.0675, 19.5295], [-16.5493, -1.3678, 25.5918], [-19.6909, 8.2792, 20.1607], [-15.2730, -1.7685, 26.9594], [-20.7520, 8.7823, 21.3845], [-13.9608, 7.2030, 22.5122], [-17.9208, -3.7692, 26.9311], [-9.8024, 1.9584, 21.7994], [-22.5962, 7.7345, 20.2912], [-12.0991, 6.0332, 23.9889], [-20.3480, 6.9414, 18.2971], [-22.5800, -2.3903, 25.7611], [-15.7206, 1.6456, 18.9541], [-16.5241, -2.0291, 23.5824], [-15.7301, 3.6004, 31.3346], [-14.8353, -1.3624, 23.3906], [-13.8366, 4.8242, 23.1802], [-12.1039, -2.8381, 20.9311], [-9.4775, -0.1175, 29.4979], [-22.1960, -1.9340, 24.1058], [-18.8631, 5.7104, 24.9638], [-23.6418, 1.1412, 26.6462], [-10.3725, -0.1496, 22.6891], [-19.1404, 11.1555, 22.8920], [-12.0938, 1.2083, 28.9769], [-21.1587, 2.4765, 31.6051], [-18.5883, -2.7523, 29.1318], [-10.7143, 1.2685, 20.4648], [-17.9559, 4.9590, 27.4414], [-14.3974, 1.4505, 20.1912], [-14.9407, 5.3643, 29.0252], [-11.7522, -0.3793, 32.3377], [-18.8571, 3.9971, 21.1308], [-20.8060, 1.9753, 22.6204], [-18.5475, 11.1140, 24.5590], [-12.7944, 0.1957, 26.4007], [-17.2229, 5.6612, 22.6427], [-15.0051, 1.2943, 27.1409], [-22.1134, 5.4136, 20.5318], [-16.7386, 0.6300, 22.9970], [-13.3755, 3.7932, 32.0430], [-15.3777, -2.7140, 22.3902], [-16.6231, 2.9090, 22.1929], [-11.2870, -1.5161, 30.0146], [-19.0153, -1.8038, 22.4260], [-14.5933, 5.1230, 21.6849], [-11.0567, 0.1230, 25.8469], [-26.1444, 1.1590, 26.9734], [-20.8762, -3.3979, 27.1947], [-19.3352, 1.6137, 23.3740], [-10.8432, 7.8048, 19.2340], [-11.6916, 1.4854, 26.8432], [-11.5952, 7.5396, 23.2785], [-17.3019, 0.7845, 20.4975], [-18.0070, 7.1149, 25.5791], [-12.1620, 1.0497, 31.3999], [-17.9707, 8.9461, 22.3180], [-17.4273, 9.1723, 24.0115], [-21.5399, 6.3389, 21.9342], [-11.1817, 9.4762, 19.7611], [-17.8521, 2.8001, 29.7507], [-22.8108, 0.3413, 24.4676], [-13.0068, 4.5962, 30.5471], [-18.5972, -0.6233, 23.6951], [-18.6528, -2.3978, 26.1514], [-10.5262, -2.3538, 21.7503], [-21.9488, -2.5171, 19.2408], [-17.4394, 6.2716, 28.5111], [-20.9711, -3.7014, 28.9996], [-15.9212, 5.8370, 30.4028], [-21.3528, 0.9432, 26.1461], [-10.1015, 1.1058, 30.4995], [-19.9100, 4.5776, 22.4085], [-20.5447, 3.1823, 30.0959], [-11.1534, 6.0329, 22.5132], [-22.0538, -0.3198, 22.1305], [-23.8877, -2.0061, 24.6179], [-22.0989, -0.1329, 30.0406], [-13.8799, 5.4985, 31.8413], [-12.5840, 2.1132, 24.2171], [-13.2465, -0.3503, 31.3671], [-16.1331, -3.0170, 26.0898], [-22.2021, -0.8218, 18.9861], [-18.7147, 4.6794, 30.9952], [-16.2612, 5.4844, 27.3802], [-22.3631, 1.5965, 30.0072], [-19.7289, 7.2696, 25.1286], [-23.7069, -0.5794, 27.1751], [-11.8769, -0.3583, 23.6537], [-17.6333, 4.0525, 32.3143], [-16.4176, 6.5311, 23.8631], [-20.5349, -1.2568, 29.0499], [-20.2132, -0.8058, 27.5078], [-18.9998, 1.9596, 32.3237], [-23.0503, -1.6938, 20.3410], [-13.1354, -0.2677, 28.8747], [-21.6807, 8.1139, 18.0511], [-21.4116, 0.7072, 20.8203], [-20.7894, 0.1319, 25.0347], [-15.2760, 2.2294, 29.5130], [-13.8877, 3.0946, 29.1475]],
  "forces_ev_per_a": [[-1.5, 2.3, -0.9], [0.0, -0.2, -0.1], [-0.4, -0.4, 0.1], [0.8, 0.0, 0.4], [0.6, 0.6, 0.6], [-2.5, -0.3, 0.5], [-0.2, -0.2, 0.1], [0.4, 0.1, -0.4], [1.3, 0.4, 0.8], [0.5, 0.1, 0.5], [-0.5, -1.3, -1.1], [-0.3, -0.1, -0.5], [0.3, 0.2, -0.3], [0.4, -0.6, 1.2], [0.0, 1.1, 0.6], [0.2, -1.0, 0.8], [1.7, 0.4, -1.7], [0.0, 0.1, 0.1], [-2.3, -0.7, 0.8], [0.1, 0.3, -0.2], [-0.2, -0.6, -1.5], [0.8, 0.1, 0.7], [-0.7, 0.4, 0.5], [-0.4, 0.7, 0.4], [0.6, 0.0, -0.9], [0.0, -0.3, -0.2], [1.2, 1.8, 0.5], [0.8, 0.8, 1.0], [1.3, 0.5, -2.8], [-1.6, 1.2, 0.4], [1.0, -0.3, 0.6], [-0.2, -0.6, 0.2], [-0.3, 0.4, 0.5], [0.4, -0.1, 0.3], [0.9, 0.6, -0.1], [-0.2, -0.1, 0.1], [0.6, 0.9, -1.3], [0.5, 0.2, -0.4], [-2.6, -1.2, 2.8], [-0.2, 0.3, -0.3], [2.5, 0.3, -2.6], [-1.0, -0.4, 0.6], [2.0, 0.4, 0.4], [-1.6, 0.9, 0.1], [0.4, 0.3, 1.1], [1.6, 0.5, 1.1], [-0.6, -0.9, -0.5], [-0.9, -0.2, -0.5], [0.7, -0.5, -0.1], [0.6, 0.5, -1.2], [-1.3, 1.0, 1.1], [1.3, 0.8, -1.3], [-0.6, 0.1, 0.6], [-0.8, 0.0, 0.7], [-0.1, -0.4, -0.6], [0.3, 0.1, -0.5], [-1.3, 0.2, 1.0], [0.8, -0.2, -0.1], [0.0, -0.2, -1.0], [-1.3, -1.2, 1.6], [-1.1, -1.6, 0.8], [0.5, 0.4, -0.1], [-1.3, -0.2, 0.7], [0.0, 0.6, 0.8], [0.2, -0.1, -2.1], [-0.9, 1.1, 0.3], [1.4, -1.5, 1.5], [0.1, 0.1, -1.9], [1.1, -0.7, 0.6], [-1.1, 1.5, -0.3], [-1.3, -1.7, -1.8], [0.2, 0.3, 0.0], [0.3, -1.3, 0.0], [0.5, 0.3, -0.1], [0.4, -0.6, 0.7], [0.3, -0.4, -0.5], [-0.3, -0.1, 0.9], [0.8, -0.9, 0.1], [0.1, 0.2, -0.1], [-0.3, -0.2, 0.0], [-0.1, 0.3, 0.4], [-0.5, 0.3, 0.1], [-0.1, -0.5, 0.2], [-0.6, 0.7, 0.0], [-0.4, -0.7, 0.6], [0.7, -0.1, -0.2], [0.4, 0.6, 0.1], [0.5, -0.3, 0.3], [-0.3, -0.1, 0.4], [0.0, 0.1, -0.3], [-0.1, -0.2, 0.4], [-0.3, -0.1, -0.2], [1.1, 0.2, 0.0], [0.1, -0.1, -0.3], [-0.6, -0.3, -1.4], [-0.1, -0.5, 0.3], [0.0, 0.3, 0.0], [-0.4, -0.3, -0.2], [-0.5, -0.2, -0.3], [-0.1, -0.2, 0.2], [0.2, -0.5, -0.1], [0.6, 0.4, 0.2], [-1.0, 0.0, 0.4], [1.0, 0.9, -0.6], [0.3, -0.4, -0.9], [0.0, 0.7, 0.1], [0.0, -0.6, 0.3], [0.0, 0.1, 0.2], [0.2, -0.2, -0.2], [-0.2, -0.2, 0.4], [0.0, -0.2, 0.0], [-0.2, 0.3, -0.3], [0.3, 0.2, 0.0], [0.3, 0.3, -0.4], [0.4, -0.2, 0.0], [-0.8, 0.0, -0.4], [-0.5, -0.2, 0.4], [0.2, 0.4, 0.0], [-0.3, 0.3, 0.0], [-0.1, 0.0, 0.1], [0.0, 0.0, -0.2], [-0.4, -0.4, 0.0], [-0.5, -0.2, 0.2], [0.0, 0.3, -0.1], [-0.1, -0.1, 0.1], [0.0, 0.4, 0.2], [-0.3, -0.4, 0.6], [-0.2, 0.2, 0.4], [0.1, -0.4, 0.1], [0.3, 0.3, -0.1], [0.2, 0.0, -0.3], [0.1, -0.2, 0.0], [0.4, 0.1, -0.4], [0.6, 0.1, 0.2], [0.1, -0.3, 0.1], [0.2, 0.0, -0.3], [0.2, 0.4, 0.7], [-0.5, 0.8, -0.4], [-0.2, -0.1, 0.3], [0.3, 0.1, -0.4], [0.0, 0.1, 0.1], [-0.3, 0.2, 0.2], [0.1, -0.2, -0.3], [-0.2, 0.0, 0.3], [0.1, 0.2, 0.1], [0.3, -0.3, 0.8], [-0.4, 0.2, 0.2], [0.0, 0.1, 0.0], [-0.4, -0.1, 0.2], [-0.4, 0.5, -0.1], [-0.5, 0.4, -0.1], [0.2, 0.2, -0.1], [-0.1, 0.2, -0.1], [-1.2, -0.4, -0.2], [-0.1, 0.1, 0.0], [-0.3, 0.1, 0.3], [-0.2, 0.2, 0.4], [0.2, -0.6, -0.2], [0.4, -0.1, 0.1], [0.0, -0.1, -0.1], [0.7, 0.1, 0.1], [-0.6, 0.1, -0.2], [0.2, 0.4, 0.3], [0.1, 0.2, 0.0], [-0.1, 0.1, 0.3], [-1.0, -0.1, -0.2], [0.3, -0.3, 0.2], [0.4, -0.4, -0.8], [-0.3, 0.2, -0.1], [-0.2, -0.1, -0.1], [-0.2, -0.6, 0.6], [0.2, -0.4, -0.4], [-0.1, 0.0, -0.4], [-0.1, -0.5, -0.6], [0.0, -0.1, 0.1], [0.5, -0.1, -0.1], [0.2, 0.3, 0.1], [0.4, 0.2, -0.6], [-0.3, -0.5, -0.4], [0.1, 0.1, -0.7], [0.0, 0.0, 0.0], [0.4, 0.3, -0.3], [-0.2, 0.0, 0.5], [0.3, 0.3, 0.2], [0.4, 0.1, -0.4], [0.1, -0.2, -0.3], [0.5, -0.2, 0.0], [-0.5, 0.2, 0.1], [-0.1, -0.1, 0.1], [0.1, 0.3, -0.2], [-0.5, -0.3, -0.6], [0.6, -0.1, -0.6], [0.8, -0.8, 0.7], [0.6, -0.2, 0.6], [-0.2, 0.2, 0.1], [0.3, 0.3, 0.1], [0.5, -0.4, 0.3], [-0.5, -0.4, -0.1], [-0.4, -0.9, 0.1], [0.4, 0.1, -0.2], [-0.2, -0.5, -0.1]],
  "lumo_ev": [-0.60, -0.62],
  "molar_mass_g_mol": 1185.5,
  "largest_force_ev_per_a": 4.05,
  "homo_ev": [-8.34, -8.44],
  "charge": 0,
  "s2": 0.76,
  "orbital_gap_ha": [0.284, 0.287],
  "multiplicity": 2
}